(1)
C13H38O11 | ωB97M-V/def2-TZVPD

Positions of all 62 atoms, in Å:
1 C -25.0786 11.7243 -30.7227
2 C -26.3894 11.8918 -29.8901
3 O -27.4416 11.8002 -30.8353
4 O -23.9437 11.8450 -29.8884
5 H -24.8964 12.4561 -31.5596
6 H -25.1440 10.8772 -31.3991
7 H -26.5404 12.7734 -29.2219
8 H -26.6268 11.2045 -29.1300
9 H -27.9701 12.5953 -30.8252
10 H -23.8551 12.6848 -29.7037
11 C -24.8638 18.1559 -31.7468
12 C -24.0814 16.9069 -32.2313
13 O -23.0880 17.3420 -33.0668
14 O -26.0121 17.7535 -30.9655
15 H -25.4078 18.7476 -32.4876
16 H -24.2356 18.8433 -31.1386
17 H -24.9421 16.3387 -32.6443
18 H -23.7382 16.2338 -31.4929
19 H -23.5266 17.9391 -33.8003
20 H -26.0535 18.4888 -30.3435
21 C -28.0229 17.7606 -35.6209
22 C -27.9309 19.0049 -34.7412
23 O -26.9219 19.9157 -35.2117
24 O -29.1649 17.0524 -35.1655
25 H -27.2440 17.0485 -35.5386
26 H -28.1581 18.0692 -36.7180
27 H -27.8208 19.0262 -33.5232
28 H -28.8136 19.5996 -34.9106
29 H -27.3680 20.6024 -35.5917
30 H -28.8624 16.5706 -34.2952
31 C -32.6999 13.0911 -30.9063
32 C -34.1160 12.9354 -30.4109
33 O -34.9171 12.9494 -31.5859
34 O -31.8207 13.4306 -29.7746
35 H -32.6530 13.8991 -31.7139
36 H -32.2151 12.4829 -31.4203
37 H -34.5057 13.6829 -29.5745
38 H -34.1844 12.0969 -29.8955
39 H -35.0031 13.7570 -32.0219
40 H -32.3212 13.9010 -29.1664
41 C -28.6796 15.2193 -30.8208
42 C -27.8747 14.9527 -32.1241
43 O -27.6153 16.2414 -32.5415
44 O -29.1377 13.9919 -30.2893
45 H -29.4254 15.7594 -31.0773
46 H -28.1118 15.7026 -29.9889
47 H -28.4353 14.4795 -32.9636
48 H -26.8728 14.5121 -31.7305
49 H -26.6761 16.6766 -32.2857
50 H -29.9611 14.1070 -30.0297
51 C -29.3997 13.7472 -33.1817
52 C -29.8832 14.0586 -34.5606
53 C -30.2721 12.7853 -35.1316
54 O -31.1258 14.7695 -34.2684
55 H -29.8831 12.9631 -32.5565
56 H -29.4570 14.7584 -32.5861
57 H -28.4235 13.3639 -33.1850
58 H -29.3474 14.7688 -35.1772
59 H -29.4437 12.2022 -35.4488
60 H -30.6479 12.8946 -36.2139
61 H -30.8662 12.0789 -34.6593
62 H -30.9598 15.4841 -33.7702

Output
M   370.44 g/mol
LUMO   0.35 eV
DFT total energy   -36604.303 eV
Orbital gap   0.30673 Eh
Relative energy (zero: lowest compared OMol25 entry of this formula, charge and spin)   294.74 kcal/mol
HOMO energy   -8.00 eV

Atomic partial charges in e from the Mulliken method, atoms 1 to 5: atom 1 (C): -0.335, atom 2 (C): -0.229, atom 3 (O): -0.588, atom 4 (O): -0.522, atom 5 (H): 0.139

(2)
C13H40ClO11 | ωB97M-V/def2-TZVPD

Positions of all 65 atoms, in Å:
1 Cl -0.3577 0.0403 0.3252
2 O -0.2331 -1.1830 1.0717
3 O 0.9040 0.3724 -0.2970
4 O -1.3700 -0.1302 -0.6863
5 O -0.7210 1.1149 1.2299
6 C 2.4006 2.0462 3.0082
7 C 1.3885 1.8408 4.1178
8 C 0.5277 3.0727 4.3393
9 O 0.5909 0.6897 3.8664
10 H 2.8792 3.0257 3.0739
11 H 1.8963 1.9845 2.0368
12 H 3.1643 1.2686 3.0274
13 H 1.9436 1.6330 5.0400
14 H 1.0895 3.8508 4.8680
15 H -0.3851 2.8271 4.8749
16 H 0.2475 3.5348 3.3846
17 H 0.2873 0.7897 2.9535
18 C -5.8499 -1.7529 -2.4862
19 C -4.4042 -1.7159 -2.0561
20 C -3.4066 -1.6643 -3.1974
21 O -4.2275 -0.5849 -1.2047
22 H -6.1456 -0.8883 -3.0805
23 H -6.5145 -1.8164 -1.6217
24 H -6.0287 -2.6803 -3.0418
25 H -4.2116 -2.5992 -1.4281
26 H -3.5763 -2.3892 -3.9975
27 H -2.4006 -1.8629 -2.8172
28 H -3.3983 -0.6629 -3.6353
29 H -3.2788 -0.4860 -1.0470
30 C 4.2921 2.8522 -0.6287
31 C 3.7184 1.7606 -1.4904
32 C 2.6170 2.2755 -2.4137
33 O 4.8121 1.2159 -2.2300
34 H 5.0879 2.4530 0.0049
35 H 3.5342 3.3235 -0.0049
36 H 4.7506 3.6217 -1.2574
37 H 3.2933 0.9749 -0.8560
38 H 1.6439 2.2813 -1.9272
39 H 2.5501 1.7158 -3.3514
40 H 2.8467 3.2929 -2.7605
41 H 4.4348 0.5993 -2.8676
42 C 3.2089 -2.3298 1.3347
43 O 2.1619 -3.1144 0.8028
44 H 4.1228 -2.9198 1.3131
45 H 3.3530 -1.4080 0.7595
46 H 3.0016 -2.0373 2.3705
47 H 1.3304 -2.6853 1.0348
48 C -1.2512 -4.7428 0.3452
49 O -2.5606 -4.5369 0.9240
50 H -0.6114 -5.3257 1.0070
51 H -1.3921 -5.2917 -0.5911
52 H -0.8370 -3.7648 0.1291
53 H -3.0638 -5.3454 0.7984
54 C 0.7730 -2.1062 -2.7079
55 O 1.9778 -1.4787 -2.2995
56 H -0.0233 -1.3927 -2.9329
57 H 1.0004 -2.6504 -3.6267
58 H 0.4530 -2.8206 -1.9442
59 H 1.7772 -0.9751 -1.4993
60 C -3.0447 3.7545 1.1061
61 O -2.8990 3.0554 2.3398
62 H -4.0705 3.6562 0.7252
63 H -2.9111 4.8174 1.3150
64 H -2.3563 3.4066 0.3388
65 H -2.5304 2.1938 2.1197

Output
M   407.91 g/mol
Total charge   -1
LUMO   2.82 eV
DFT total energy   -49168.757 eV
Orbital gap   0.37203 Eh
Relative energy (zero: lowest compared OMol25 entry of this formula, charge and spin)   0.00 kcal/mol
HOMO energy   -7.30 eV

Atomic partial charges in e from the Mulliken method, atoms 1 to 5: atom 1 (Cl): 1.432, atom 2 (O): -0.766, atom 3 (O): -0.378, atom 4 (O): -0.752, atom 5 (O): -0.626

(3)
C13H40CoGeN3Si3 | ωB97M-V/def2-TZVPD

Positions of all 61 atoms, in Å:
1 Co 0.5236 1.0955 -1.4965
2 N 1.5237 2.6440 -0.6896
3 C 0.5491 3.5687 -0.0429
4 C -0.6642 3.7136 -0.9537
5 N -1.1844 2.3692 -1.2749
6 C -1.9179 2.1982 -2.5440
7 C -1.9403 0.7143 -2.8841
8 N -0.5401 0.1954 -2.9306
9 H 2.3352 2.4939 -0.0965
10 H 1.8854 3.1158 -1.5225
11 H 0.9934 4.5473 0.1372
12 H 0.2563 3.1371 0.9138
13 H -0.3580 4.1964 -1.8852
14 H -1.4131 4.3514 -0.4828
15 H -1.7586 2.0358 -0.5045
16 H -1.3923 2.7504 -3.3271
17 H -2.9387 2.5813 -2.4967
18 H -2.4484 0.5553 -3.8345
19 H -2.4715 0.1684 -2.1044
20 H -0.0927 0.5656 -3.7735
21 H -0.5448 -0.8135 -3.0491
22 C -3.2600 -0.2650 1.1742
23 Si -1.5660 -0.0228 1.9257
24 C -1.3612 1.6874 2.6652
25 C -1.1950 -1.3142 3.2227
26 Ge 0.2141 -0.4190 0.2892
27 Si 2.5605 -0.3817 1.1141
28 C 2.7518 1.0815 2.2689
29 C 2.7297 -1.9650 2.0793
30 C 3.5886 -0.2706 -0.4574
31 Si -0.1270 -2.6826 -0.8267
32 C -0.1056 -3.8764 0.5975
33 C 1.2973 -2.8320 -2.0374
34 C -1.8020 -2.6719 -1.6745
35 H -4.0203 0.0384 1.8990
36 H -3.4402 -1.3168 0.9434
37 H -3.4343 0.3152 0.2644
38 H -1.9032 1.7342 3.6136
39 H -1.7586 2.4881 2.0355
40 H -0.3135 1.9035 2.8854
41 H -1.9392 -1.2575 4.0215
42 H -0.2146 -1.1539 3.6761
43 H -1.2221 -2.3271 2.8224
44 H 2.1771 0.9074 3.1811
45 H 2.4337 2.0451 1.8680
46 H 3.8003 1.1837 2.5629
47 H 1.9187 -2.0648 2.8031
48 H 3.6714 -1.9676 2.6344
49 H 2.7235 -2.8420 1.4319
50 H 3.0652 0.2775 -1.2469
51 H 3.7965 -1.2698 -0.8446
52 H 4.5510 0.2188 -0.2925
53 H 0.7916 -3.7849 1.2073
54 H -0.1463 -4.9014 0.2176
55 H -0.9731 -3.7321 1.2417
56 H 2.1319 -3.3683 -1.5808
57 H 1.6754 -1.8651 -2.3745
58 H 0.9981 -3.4037 -2.9200
59 H -2.5385 -2.0744 -1.1360
60 H -2.1802 -3.6979 -1.6991
61 H -1.7769 -2.3362 -2.7139

Output
M   454.28 g/mol
Total charge   +2
LUMO (spin up / spin down)   -7.82 / -7.10 eV
DFT total energy   -136364.517 eV
Orbital gap (spin up / spin down)   0.23614 / 0.26983 Eh
Relative energy (zero: lowest compared OMol25 entry of this formula, charge and spin)   0.00 kcal/mol
2S+1   3
HOMO energy (spin up / spin down)   -14.25 / -14.44 eV

Atomic partial charges in e from the Mulliken method, atoms 1 to 5: atom 1 (Co): -0.165, atom 2 (N): -0.401, atom 3 (C): 0.044, atom 4 (C): -0.832, atom 5 (N): 0.247